<a>
This record from the Open Molecules 2025 dataset describes a cluster of 2 separate species, C6H14NO in total. The level of theory is the ωB97M-V functional and the def2-TZVPD basis.

XYZ file:
```
22
Properties=species:S:1:pos:R:3:nbo_charge:R:1
C -1.76 -0.60 -0.12 -0.239
O -0.56 -1.52 -0.29 -0.618
C -1.67 0.19 1.16 0.454
C -0.99 1.55 1.29 -0.558
C 0.42 1.44 2.00 -0.366
C 2.60 1.27 0.64 -0.331
C 1.38 0.78 0.83 -0.232
N 0.40 -2.44 -3.88 -1.133
H -2.50 -1.38 -0.14 0.249
H -1.79 0.05 -1.01 0.247
H -0.67 -2.12 0.47 0.479
H -1.96 -0.31 2.07 0.207
H -0.75 1.95 0.28 0.260
H -1.68 2.28 1.82 0.324
H 0.77 2.40 2.31 0.253
H 0.25 0.77 2.79 0.209
H 3.21 0.90 -0.17 0.228
H 2.97 2.02 1.32 0.211
H 0.92 -0.07 0.29 0.221
H 0.60 -1.59 -4.41 0.375
H 0.37 -2.19 -2.98 0.352
H 0.44 -3.41 -4.27 0.408
```

E_HOMO	-0.4260	Eh
charge	+1
HOMO-LUMO gap	3.78	eV

<b>
This record from the Open Molecules 2025 dataset describes the ion C6H14NO with charge +1. The level of theory is the ωB97M-V functional and the def2-TZVPD basis.

XYZ file:
```
22
Properties=species:S:1:pos:R:3:nbo_charge:R:1
N -1.38 1.02 -0.17 -0.706
C -0.97 1.04 -1.58 -0.249
C 0.70 1.17 -1.72 -0.409
C 1.55 0.64 -0.55 -0.477
C 0.78 -0.60 -0.04 -0.226
C 0.84 -0.93 1.25 -0.204
C -0.02 -2.10 1.77 -0.116
O -1.27 -1.49 1.97 -0.766
H -2.28 1.43 0.03 0.435
H -0.70 1.63 0.29 0.446
H -1.56 0.12 0.37 0.490
H -1.14 0.09 -2.01 0.231
H -1.51 1.86 -2.14 0.251
H 0.86 0.52 -2.58 0.229
H 1.13 2.07 -2.05 0.238
H 1.94 1.28 0.31 0.229
H 2.46 0.17 -0.99 0.257
H 0.49 -1.21 -0.87 0.211
H 1.44 -0.33 1.92 0.222
H 0.33 -2.49 2.80 0.189
H -0.25 -3.09 1.33 0.232
H -1.45 -0.83 2.63 0.491
```

E_HOMO	-0.4872	Eh
charge	+1
HOMO-LUMO gap	9.90	eV
SMILES	[NH3+]CCC/C=C/CO

Which structure is the most stable? The one labeled <b>.

<a>
This record from the Open Molecules 2025 dataset describes an isolated molecule of CH3IOS2. The level of theory is the ωB97M-V functional and the def2-TZVPD basis.

XYZ file:
```
8
Properties=species:S:1:pos:R:3:nbo_charge:R:1
C -0.27 -0.46 -0.44 -0.667
O -2.52 1.03 -0.14 -0.921
S -0.46 0.71 -1.87 -0.011
S -2.24 1.70 -1.39 1.032
I -1.65 4.04 -0.94 -0.124
H 0.77 -0.78 -0.52 0.232
H -0.97 -1.23 -0.60 0.231
H -0.26 0.04 0.43 0.228
```

E_HOMO	-0.3396	Eh
HOMO-LUMO gap	8.36	eV

<b>
This record from the Open Molecules 2025 dataset describes a cluster of 2 separate species, CH3IOS2 in total. The level of theory is the ωB97M-V functional and the def2-TZVPD basis.

XYZ file:
```
8
Properties=species:S:1:pos:R:3:nbo_charge:R:1
C 0.59 -0.85 -0.57 -0.861
O -0.64 -2.31 1.30 -0.811
S -2.91 -0.49 -0.74 -0.436
S -0.66 -2.12 -0.16 1.224
I -5.03 0.17 0.15 0.108
H 1.54 -1.03 -0.19 0.259
H 0.52 -0.81 -1.63 0.243
H 0.47 -0.03 0.12 0.273
```

E_HOMO (alpha / beta)	-0.3076 / -0.3068	Eh
HOMO-LUMO gap (alpha / beta)	5.55 / 5.54	eV

Which structure is the most stable? The one labeled <a>.

<a>
This record from the Open Molecules 2025 dataset describes a cluster of 2 separate species, C2H4ClN in total. The level of theory is the ωB97M-V functional and the def2-TZVPD basis.

XYZ file:
```
8
Properties=species:S:1:pos:R:3:nbo_charge:R:1
C -0.19 0.21 0.44 0.016
C 1.00 0.80 -0.16 -0.791
N -1.25 -2.48 -0.23 -0.258
Cl -1.54 1.14 0.50 0.071
H 0.98 1.89 -0.30 0.204
H 1.08 0.32 -1.14 0.281
H 1.88 0.49 0.39 0.257
H -1.96 -2.37 0.50 0.220
```

E_HOMO (alpha / beta)	-0.3136 / -0.3159	Eh
HOMO-LUMO gap (alpha / beta)	7.95 / 7.91	eV

<b>
This record from the Open Molecules 2025 dataset describes a cluster of 2 separate species, C2H4ClN in total. The level of theory is the ωB97M-V functional and the def2-TZVPD basis.

XYZ file:
```
8
Properties=species:S:1:pos:R:3:nbo_charge:R:1
C -1.34 0.86 -2.03 0.288
C 0.51 -1.10 0.76 -0.570
N -0.87 1.74 -1.44 -0.736
Cl 0.84 -0.12 2.20 -0.081
H 0.09 -0.46 -0.01 0.217
H -0.20 -1.88 1.03 0.217
H 1.44 -1.54 0.42 0.215
H -0.48 2.50 -0.93 0.451
```

E_HOMO	-0.3985	Eh
HOMO-LUMO gap	11.81	eV

<c>
This record from the Open Molecules 2025 dataset describes a cluster of 2 separate species, C2H4ClN in total. The level of theory is the ωB97M-V functional and the def2-TZVPD basis.

XYZ file:
```
8
Properties=species:S:1:pos:R:3:nbo_charge:R:1
C 0.42 -0.44 -0.66 -0.302
C -0.55 0.25 0.14 0.120
N 0.05 -0.86 0.69 -0.598
Cl -2.24 0.55 0.11 0.043
H -0.02 -1.06 -1.43 0.195
H 1.43 -0.24 -0.87 0.216
H 0.19 2.39 0.69 -0.049
H 0.72 -0.59 1.33 0.374
```

E_HOMO (alpha / beta)	-0.3720 / -0.3170	Eh
HOMO-LUMO gap (alpha / beta)	9.92 / 8.15	eV

Which structure is the most stable? The one labeled <b>.

<a>
This record from the Open Molecules 2025 dataset describes a structure of composition C5H5NO2. The level of theory is the ωB97M-V functional and the def2-TZVPD basis.

XYZ file:
```
13
Properties=species:S:1:pos:R:3:nbo_charge:R:1
C 0.37 -1.33 0.92 -0.003
C 0.35 -0.28 -0.28 0.124
C 1.53 0.20 -0.96 -0.259
C 1.14 1.49 -1.50 -0.359
C 0.00 1.89 -0.83 0.155
H -2.62 -1.49 1.55 0.485
H 1.61 -1.65 1.43 0.240
H 2.31 -0.61 -1.52 0.242
H 1.86 1.88 -2.26 0.235
H -0.59 2.70 -0.96 0.193
N -0.71 -1.73 1.40 -0.153
O -1.75 -0.97 1.21 -0.516
O -0.49 0.90 -0.22 -0.384
```

E_HOMO	-0.3122	Eh
HOMO-LUMO gap	9.15	eV

<b>
This record from the Open Molecules 2025 dataset describes an isolated molecule of C5H5NO2. The level of theory is the ωB97M-V functional and the def2-TZVPD basis.

XYZ file:
```
13
Properties=species:S:1:pos:R:3:nbo_charge:R:1
O 0.86 0.76 2.29 -0.501
C 0.60 1.01 1.16 0.458
C -0.64 0.38 0.37 -0.456
C -0.64 -1.07 0.78 -0.254
C -0.22 -1.81 -0.24 -0.011
N -0.06 -0.94 -1.36 -0.611
C -0.13 0.40 -1.04 0.663
O 0.05 1.20 -1.93 -0.580
H 1.29 1.82 0.60 0.134
H -1.60 0.98 0.49 0.282
H -0.64 -1.26 1.86 0.243
H 0.16 -2.82 -0.26 0.225
H 0.18 -1.27 -2.25 0.407
```

E_HOMO	-0.3331	Eh
HOMO-LUMO gap	9.62	eV
SMILES	O=C[C@@H]1C=CNC1=O

<c>
This record from the Open Molecules 2025 dataset describes an isolated molecule of C5H5NO2. The level of theory is the ωB97M-V functional and the def2-TZVPD basis.

XYZ file:
```
13
Properties=species:S:1:pos:R:3:nbo_charge:R:1
C -0.80 1.43 0.08 -0.676
C 0.03 0.17 -0.09 0.382
C -0.57 -0.97 0.17 -0.416
C -2.01 -1.13 -0.14 0.247
N -3.14 -1.27 -0.27 -0.305
O 1.38 0.42 -0.38 -0.497
C 2.39 -0.46 -0.15 0.674
O 2.65 -1.64 0.03 -0.529
H -1.83 0.91 -0.03 0.259
H -0.50 2.33 -0.47 0.241
H -0.82 1.67 1.15 0.238
H 0.08 -1.93 0.37 0.280
H 3.16 0.47 -0.25 0.102
```

E_HOMO	-0.3717	Eh
HOMO-LUMO gap	10.15	eV
SMILES	C/C(=C\C#N)OC=O

Which structure is the most stable? The one labeled <b>.